No. 1
This record from the OMol25 dataset describes 10 unconnected molecules or ions with the total composition C35H87FN2O31S10. The level of theory is ωB97M-V with the def2-TZVPD basis set.

The total energy comes out at -7909.252534 Ha. The strongest force on any atom comes out at 0.122 Eh/bohr. As for the spin multiplicity: 1. The lowest unoccupied orbital energy comes out at 0.323 eV. The orbital gap is 9.8 eV. Its HOMO energy is -9.497 eV.

Structure (XYZ):
```
166
C35H87FN2O31S10, DFT ωB97M-V with the def2-TZVPD basis set
C 5.231 0.279 3.580
C 5.328 1.185 2.236
N 4.020 1.823 1.876
C 3.430 1.164 0.666
O 2.984 -0.200 0.910
S 1.603 -0.280 1.831
O 0.632 -1.150 1.059
O 1.766 -0.906 3.178
C 0.771 1.403 1.899
C -0.714 1.272 2.464
C -0.637 1.559 4.049
O -0.461 2.695 4.531
C 0.855 1.953 0.387
F 0.075 3.116 0.162
C 2.369 2.098 -0.106
N 2.760 3.522 0.065
H 5.406 0.890 4.528
H 5.896 -0.646 3.520
H 4.157 -0.091 3.632
H 6.136 1.964 2.461
H 5.738 0.498 1.433
H 3.405 1.715 2.690
H 4.324 1.068 -0.051
H 1.321 2.143 2.560
H -1.467 1.966 1.978
H -1.131 0.208 2.378
H -0.729 0.703 4.810
H 0.384 1.126 -0.253
H 2.403 1.862 -1.227
H 3.765 3.654 -0.085
H 2.471 3.842 0.997
C 7.548 2.507 -3.463
C 8.803 1.654 -3.431
O 9.060 1.137 -2.122
S 8.152 -0.088 -1.589
C 9.124 -0.488 -0.165
O 8.236 -1.175 -2.526
O 6.887 0.434 -1.139
H 6.657 1.905 -3.272
H 7.429 2.981 -4.439
H 7.587 3.280 -2.692
H 8.748 0.840 -4.159
H 9.662 2.272 -3.700
H 10.097 -0.850 -0.491
H 8.597 -1.267 0.387
H 9.225 0.403 0.454
C 7.222 -6.202 -0.857
C 5.768 -6.129 -1.288
O 4.976 -5.389 -0.356
S 5.105 -3.779 -0.346
C 3.714 -3.440 0.688
O 4.832 -3.278 -1.667
O 6.299 -3.415 0.374
H 7.691 -5.216 -0.885
H 7.788 -6.861 -1.519
H 7.303 -6.569 0.168
H 5.673 -5.707 -2.292
H 5.355 -7.139 -1.321
H 2.805 -3.742 0.170
H 3.700 -2.368 0.878
H 3.826 -3.982 1.626
C -6.356 -1.551 4.437
C -5.234 -2.548 4.659
O -4.773 -3.107 3.424
S -3.846 -2.184 2.481
C -3.328 -3.451 1.359
O -2.705 -1.740 3.237
O -4.689 -1.263 1.764
H -6.001 -0.669 3.899
H -6.770 -1.217 5.390
H -7.154 -1.995 3.836
H -4.405 -2.094 5.208
H -5.608 -3.376 5.263
H -2.720 -4.175 1.899
H -2.741 -2.979 0.572
H -4.211 -3.925 0.931
C -1.776 0.445 8.914
C -2.388 -0.459 9.968
O -3.817 -0.418 9.937
S -4.582 -1.200 8.749
C -6.214 -1.086 9.422
O -4.172 -2.579 8.755
O -4.529 -0.396 7.557
H -1.997 0.084 7.907
H -0.690 0.487 9.024
H -2.182 1.456 8.991
H -2.032 -1.488 9.862
H -2.083 -0.112 10.957
H -6.258 -1.661 10.345
H -6.905 -1.500 8.688
H -6.449 -0.037 9.603
C -5.892 1.473 0.573
C -7.339 1.569 0.128
O -8.125 2.328 1.053
S -7.967 3.934 1.069
C -9.367 4.285 2.094
O -8.220 4.446 -0.250
O -6.776 4.273 1.803
H -5.406 2.451 0.544
H -5.331 0.801 -0.079
H -5.826 1.110 1.601
H -7.416 1.988 -0.878
H -7.771 0.567 0.096
H -10.274 3.999 1.566
H -9.370 5.356 2.295
H -9.268 3.733 3.028
C -6.395 3.275 4.743
C -5.489 3.841 5.820
O -6.211 4.667 6.742
S -7.153 3.951 7.839
C -7.458 5.382 8.836
O -6.366 3.016 8.596
O -8.389 3.567 7.209
H -7.120 2.575 5.167
H -5.814 2.740 3.990
H -6.962 4.071 4.258
H -4.962 3.044 6.353
H -4.732 4.474 5.354
H -6.523 5.704 9.289
H -8.174 5.102 9.608
H -7.879 6.166 8.207
C 3.244 2.083 -8.014
C 4.500 1.231 -7.983
O 4.759 0.716 -6.672
S 3.853 -0.509 -6.137
C 4.827 -0.905 -4.714
O 3.934 -1.595 -7.076
O 2.588 0.012 -5.688
H 2.354 1.481 -7.821
H 3.123 2.556 -8.991
H 3.284 2.857 -7.244
H 4.443 0.417 -8.710
H 5.358 1.849 -8.254
H 5.800 -1.267 -5.039
H 4.303 -1.684 -4.158
H 4.928 -0.014 -4.096
C -2.120 0.366 -5.947
C -1.537 -0.803 -5.176
O -1.388 -0.501 -3.785
S -2.708 -0.484 -2.855
C -1.875 -0.415 -1.295
O -3.380 -1.751 -2.969
O -3.399 0.762 -3.054
H -3.149 0.566 -5.641
H -2.122 0.159 -7.019
H -1.545 1.276 -5.760
H -2.140 -1.706 -5.309
H -0.538 -1.021 -5.560
H -1.317 -1.338 -1.149
H -2.630 -0.305 -0.515
H -1.211 0.447 -1.289
C 1.063 -3.575 -9.128
C 2.476 -3.291 -9.604
O 2.564 -3.291 -11.033
S 1.983 -2.017 -11.837
C 2.667 -2.421 -13.418
O 2.618 -0.824 -11.345
O 0.551 -2.136 -11.920
H 0.384 -2.766 -9.404
H 1.036 -3.681 -8.042
H 0.678 -4.489 -9.586
H 2.848 -2.348 -9.197
H 3.138 -4.081 -9.246
H 3.752 -2.370 -13.358
H 2.295 -1.690 -14.137
H 2.337 -3.420 -13.701
```

No. 2
This record from the OMol25 dataset describes a molecular structure, C35H88CoF8N2O19S4. The level of theory is ωB97M-V with the def2-TZVPD basis set.

The total energy comes out at -6699.885854 Ha. The strongest force on any atom comes out at 0.054 Eh/bohr. As for the spin multiplicity: 4. The lowest unoccupied orbital energy (spin up / spin down) comes out at 0.132 / -0.539 eV. The orbital gap (spin up / spin down) is 9.6 / 8.9 eV. Its HOMO energy (spin up / spin down) is -9.488 / -9.488 eV.

Structure (XYZ):
```
157
C35H88CoF8N2O19S4, DFT ωB97M-V with the def2-TZVPD basis set
Co 1.132 1.976 0.802
N 2.831 3.048 1.013
S 3.417 4.252 1.935
O 3.511 5.491 1.256
O 4.388 3.874 2.885
F 2.062 4.434 2.797
S 4.069 2.816 -0.078
O 5.296 2.461 0.513
O 4.014 3.751 -1.134
F 3.454 1.499 -0.663
C -1.538 -0.574 1.906
F -0.582 -1.401 2.290
F -2.715 -1.161 2.010
F -1.517 0.514 2.663
S -1.289 -0.008 0.129
O -1.825 -1.000 -0.734
O -1.905 1.284 0.046
N 0.338 0.247 0.039
S 1.179 -1.097 -0.353
O 2.540 -0.892 0.032
O 0.564 -2.327 0.007
C 1.265 -0.995 -2.190
F 0.054 -1.017 -2.751
F 1.887 0.136 -2.535
F 1.945 -2.046 -2.636
C -4.419 0.392 -3.015
C -3.924 1.351 -4.098
C -2.776 0.769 -4.910
O -5.036 1.689 -4.952
H -3.597 0.201 -2.318
H -4.718 -0.555 -3.471
H -5.236 0.820 -2.438
H -3.673 2.306 -3.640
H -3.150 0.007 -5.597
H -1.989 0.342 -4.287
H -2.342 1.563 -5.523
H -5.380 0.877 -5.336
C -0.285 3.512 6.709
C 0.215 2.362 5.861
C -0.870 1.336 5.611
O 0.645 2.878 4.574
H 0.565 4.089 7.092
H -0.830 3.198 7.599
H -0.909 4.196 6.134
H 1.067 1.835 6.299
H -1.695 1.724 5.018
H -1.237 0.974 6.573
H -0.454 0.442 5.137
H 1.271 3.594 4.743
C -2.079 -3.330 -5.625
C -0.831 -3.487 -6.478
C 0.430 -3.054 -5.782
O -0.655 -4.843 -6.902
H -2.035 -3.940 -4.717
H -2.950 -3.714 -6.163
H -2.219 -2.297 -5.304
H -0.967 -2.843 -7.360
H 0.281 -2.194 -5.129
H 1.261 -2.860 -6.459
H 0.774 -3.862 -5.126
H -1.408 -5.047 -7.465
C -2.582 3.701 2.328
C -1.309 4.009 1.559
C -0.841 5.440 1.796
O -0.261 3.068 1.943
H -2.449 3.929 3.395
H -2.833 2.644 2.337
H -3.386 4.314 1.924
H -1.450 3.818 0.499
H -0.391 5.494 2.791
H -1.666 6.143 1.697
H -0.060 5.762 1.103
H -0.035 3.209 2.880
C 4.138 -3.026 -4.806
C 5.489 -3.188 -5.489
C 5.357 -2.835 -6.963
O 6.465 -2.368 -4.855
H 3.429 -3.793 -5.135
H 3.668 -2.056 -4.985
H 4.208 -3.157 -3.724
H 5.818 -4.220 -5.363
H 6.318 -3.000 -7.457
H 5.106 -1.781 -7.087
H 4.615 -3.483 -7.432
H 6.229 -1.437 -4.972
C 5.445 -0.422 -2.546
C 5.642 0.782 -3.429
C 6.975 1.477 -3.213
O 5.480 0.403 -4.814
H 6.196 -1.202 -2.663
H 4.465 -0.843 -2.774
H 5.427 -0.121 -1.500
H 4.861 1.518 -3.197
H 7.830 0.872 -3.519
H 7.122 1.666 -2.147
H 6.987 2.437 -3.735
H 5.653 1.207 -5.314
C -0.312 -4.661 2.986
C 0.754 -5.126 3.959
C 0.907 -4.171 5.126
O 0.376 -6.386 4.541
H -1.261 -4.352 3.423
H -0.446 -5.361 2.157
H 0.090 -3.775 2.472
H 1.709 -5.215 3.428
H 1.048 -3.150 4.781
H 1.718 -4.470 5.792
H 0.015 -4.215 5.758
H -0.017 -6.940 3.861
C -2.578 -2.264 5.081
C -4.012 -2.331 4.610
C -4.259 -3.554 3.740
O -4.852 -2.436 5.776
H -2.388 -2.989 5.875
H -2.315 -1.279 5.468
H -1.894 -2.530 4.270
H -4.248 -1.407 4.073
H -3.794 -4.409 4.241
H -3.796 -3.462 2.756
H -5.318 -3.779 3.624
H -5.671 -1.972 5.580
C 3.242 0.860 4.238
C 2.688 0.188 2.993
C 2.249 -1.224 3.346
O 1.446 0.931 2.650
H 3.444 1.915 4.035
H 4.219 0.442 4.484
H 2.559 0.769 5.082
H 3.361 0.264 2.145
H 1.938 -1.759 2.449
H 1.395 -1.153 4.018
H 3.080 -1.752 3.810
H 1.283 1.514 3.411
C -1.247 3.320 -2.524
C 0.107 2.717 -2.179
C 1.201 3.066 -3.180
O 0.511 3.121 -0.850
H -1.537 3.019 -3.529
H -1.129 4.408 -2.540
H -1.971 2.974 -1.791
H -0.047 1.640 -2.216
H 1.048 2.517 -4.108
H 2.189 2.905 -2.753
H 1.134 4.127 -3.454
H 0.840 4.028 -0.875
C -6.866 1.633 0.555
C -7.110 0.160 0.845
C -5.820 -0.626 0.835
O -7.739 -0.021 2.101
H -7.756 2.258 0.516
H -6.419 1.697 -0.448
H -6.074 2.038 1.189
H -7.724 -0.226 0.016
H -5.174 -0.556 -0.039
H -6.003 -1.696 0.961
H -5.250 -0.296 1.713
H -8.614 0.376 2.083
```